[1]
C12H11F3I2MnN3O3S | ωB97M-V/def2-TZVPD

CARTESIAN COORDINATES (ANGSTROEM)
Mn (0.0821, -0.5820, 0.6411)
I (1.6275, -1.4185, 2.9605)
C (3.5645, -0.2034, 2.5829)
I (4.2119, 1.2903, 3.9328)
H (3.4261, 0.2074, 1.6137)
H (4.3652, -0.9943, 2.5601)
N (-1.9949, 1.5964, -0.9000)
C (-2.5485, 0.3445, -0.8272)
C (-3.9100, 0.2056, -1.2914)
C (-4.4598, -1.0725, -1.4727)
C (-3.6271, -2.1672, -1.2662)
C (-2.2920, -1.9557, -0.7881)
N (-1.8132, -0.7603, -0.4976)
C (-0.9732, 2.1945, -0.2061)
C (-0.7960, 3.5810, -0.4232)
C (0.1135, 4.3375, 0.2409)
C (1.0230, 3.5430, 1.0423)
C (0.8165, 2.2234, 1.2173)
N (-0.1137, 1.4839, 0.5500)
H (-2.5324, 2.1952, -1.5397)
H (-4.4128, 1.1391, -1.5484)
H (-5.5793, -1.1959, -1.6335)
H (-3.9875, -3.2403, -1.4917)
H (-1.6387, -2.8052, -0.6549)
H (-1.5023, 3.9730, -1.1621)
H (0.2452, 5.3855, 0.2545)
H (1.8910, 3.9828, 1.5980)
H (1.4133, 1.7322, 1.9730)
F (3.3335, -3.1203, 0.8822)
C (3.0832, -3.3975, -0.4267)
F (2.5876, -4.6911, -0.5139)
F (4.2934, -3.3925, -1.0766)
S (1.7569, -2.2721, -1.0159)
O (2.0869, -0.8993, -0.6539)
O (1.7256, -2.5920, -2.4188)
O (0.5343, -2.6554, -0.2409)

Values from the calculation:
Multiplicity = 6
Kohn-Sham gap (spin up / spin down) = 8.0 / 7.9 eV
Max |F| = 3.54 eV Å⁻¹
Charge = +1
E_tot = -3297.86544 Eh
M = 643.0 g mol⁻¹

[2]
C12H11F9N2O5S3 | ωB97M-V/def2-TZVPD

CARTESIAN COORDINATES (ANGSTROEM)
C (0.8848, -5.7399, 2.9782)
C (0.1813, -5.1356, 2.1847)
C (-0.8083, -4.4513, 1.1577)
C (-0.1932, -3.1371, 0.5204)
C (-1.1435, -2.4734, -0.6080)
C (-0.3146, -1.2841, -1.2377)
N (1.0016, -1.7404, -1.8479)
C (1.1630, -1.1040, -2.9264)
S (1.6327, -0.1470, -4.1522)
O (-1.0256, -0.6028, -2.3398)
N (-2.1837, -1.2760, -2.6801)
O (-2.1090, -1.6931, -3.7834)
C (0.0714, -0.1167, -0.2119)
C (-1.1927, 0.8067, 0.1917)
C (-0.9396, 2.3198, -0.3085)
C (-0.4074, 3.2617, 0.8594)
F (-1.5979, 3.8259, 1.4200)
F (0.1413, 2.5380, 1.9410)
C (0.4542, 4.4991, 0.4043)
F (0.6334, 5.3306, 1.5193)
F (-0.3298, 5.2617, -0.4856)
S (2.0849, 4.1860, -0.4227)
F (1.4341, 4.0035, -1.9183)
F (2.1154, 2.5791, -0.1015)
F (2.8418, 4.4299, 1.0487)
F (2.2236, 5.8359, -0.6560)
F (3.5687, 4.0326, -1.1096)
O (0.8477, -0.5512, 0.9271)
S (0.1496, -1.8079, 1.7413)
O (1.1152, -2.2096, 2.7822)
O (-1.1158, -1.4861, 2.4251)
H (1.3308, -6.4488, 3.7238)
H (-0.9654, -5.2367, 0.3486)
H (-1.7493, -4.2233, 1.7355)
H (0.7936, -3.4293, 0.0457)
H (-2.1154, -2.1623, -0.1279)
H (-1.3597, -3.3191, -1.3346)
H (0.7523, 0.5833, -0.8020)
H (-1.4312, 0.7545, 1.2937)
H (-2.1417, 0.4682, -0.3440)
H (-0.3223, 2.3603, -1.2509)
H (-1.9751, 2.6995, -0.5993)

Values from the calculation:
SMILES = C#CC[C@H]1C[C@@](N=C=S)(ON=O)[C@@H](CCC(F)(F)C(F)(F)S(F)(F)(F)(F)F)OS1(=O)=O
Multiplicity = 1
Kohn-Sham gap = 9.0 eV
Max |F| = 5.80 eV Å⁻¹
Charge = 0
E_tot = -3042.56930 Eh
M = 530.4 g mol⁻¹

[3]
C12H11FO2Sn | ωB97M-V/def2-TZVPD

CARTESIAN COORDINATES (ANGSTROEM)
Sn (-1.5540, 3.9467, -2.1584)
F (-2.4324, 2.2845, -0.2946)
C (-2.4081, 1.0350, 0.3469)
C (-1.6380, 0.9285, 1.4795)
C (-1.5862, -0.3106, 2.0888)
C (-2.3009, -1.3836, 1.5579)
C (-3.0452, -1.2367, 0.4000)
C (-3.0603, -0.0155, -0.2467)
H (-1.0791, 1.7690, 1.8726)
H (-1.0389, -0.5107, 3.0000)
H (-2.2800, -2.3063, 2.1214)
H (-3.5847, -2.0842, 0.0008)
H (-3.4761, 0.1503, -1.2347)
C (1.3566, -1.4583, -0.5319)
C (0.6260, -0.3237, -0.7738)
C (1.2897, 0.9093, -0.8235)
C (2.6950, 1.0013, -0.7864)
C (3.4240, -0.1453, -0.5953)
C (2.7568, -1.3693, -0.4061)
O (3.3828, -2.4880, -0.1565)
O (0.5169, 2.0261, -1.0211)
H (0.8951, -2.4341, -0.4730)
H (-0.4364, -0.3768, -0.9771)
H (3.1833, 1.9499, -0.9763)
H (4.5068, -0.1035, -0.5839)
H (4.3143, -2.3185, 0.0581)
H (0.9727, 2.8645, -0.8867)

Values from the calculation:
Multiplicity = 1
Kohn-Sham gap = 3.2 eV
Max |F| = 1.52 eV Å⁻¹
Charge = +2
E_tot = -927.76497 Eh
M = 324.9 g mol⁻¹

[4]
C12H11N2O3PS | ωB97M-V/def2-TZVPD

CARTESIAN COORDINATES (ANGSTROEM)
N (0.8044, -1.7840, 1.4275)
P (1.6852, -1.2697, 0.0475)
O (0.8539, -1.8078, -1.2449)
C (1.2756, 0.5315, -0.0026)
C (2.3899, 1.3296, -0.2609)
C (2.3010, 2.7223, -0.3050)
S (3.7059, 3.7296, -0.6991)
C (1.0785, 3.3291, -0.0650)
C (-0.0575, 2.5665, 0.1902)
C (0.0352, 1.1692, 0.1993)
C (-1.2376, 0.4169, 0.4032)
O (-1.4279, -0.6855, -0.0387)
C (-2.3243, 1.1096, 1.1317)
C (-2.3749, 2.4390, 1.1308)
C (-1.3513, 3.2403, 0.4452)
O (-1.5562, 4.3810, 0.1269)
H (1.3591, -2.4317, 1.9666)
H (0.4892, -1.0208, 2.0098)
H (1.0738, -2.7373, -1.3869)
H (3.3483, 0.8616, -0.4359)
H (4.4480, 3.5969, 0.4106)
H (1.0110, 4.4070, -0.0928)
H (-3.0939, 0.5224, 1.6021)
H (-3.1863, 2.9633, 1.6123)
C (-2.0521, -4.6215, -1.3770)
C (-0.6090, -4.8044, -1.4195)
N (0.5274, -4.9491, -1.4446)
H (-2.2857, -3.5629, -1.4749)
H (-2.5181, -5.1713, -2.1921)
H (-2.4411, -4.9864, -0.4288)

Values from the calculation:
SMILES = NP(O)c1cc(S)cc2c1C(=O)C=CC2=O.CC#N
Multiplicity = 1
Kohn-Sham gap = 7.2 eV
Max |F| = 0.96 eV Å⁻¹
Charge = 0
E_tot = -1538.65813 Eh
M = 294.3 g mol⁻¹

[5]
C12H11NO | ωB97M-V/def2-TZVPD

CARTESIAN COORDINATES (ANGSTROEM)
C (3.4900, 1.1583, -0.6307)
C (4.1545, -0.0644, -0.5783)
C (2.1173, 1.1688, -0.5847)
C (3.6234, -1.3167, -0.7823)
C (1.5318, -0.0678, -0.4544)
C (2.1944, -1.3130, -0.5276)
C (-0.7024, 0.1534, 1.0774)
C (0.1739, -0.1490, -0.0985)
C (-0.6705, -1.1077, 0.1893)
C (-2.0411, 0.7564, 0.8264)
C (-1.9379, -1.6532, -0.1839)
C (-2.6613, -0.2069, -0.2844)
N (1.5129, -2.4842, -0.2035)
O (1.7659, -3.4721, -0.8706)
H (4.1482, 1.9728, -0.6547)
H (5.2210, 0.0545, -0.6356)
H (1.5089, 2.0446, -0.4315)
H (4.1168, -2.2134, -0.7087)
H (-0.2369, 0.0173, 1.9973)
H (-2.7860, 0.7105, 1.6129)
H (-2.1122, 1.6892, 0.3249)
H (-2.0317, -2.2695, -1.1146)
H (-2.2119, -2.2664, 0.5497)
H (-3.7825, -0.5368, -0.2817)
H (-2.2392, 0.1366, -1.2643)

Values from the calculation:
SMILES = O=Nc1ccccc1C1=C2CCC[C@@H]21
Multiplicity = 1
Kohn-Sham gap (spin up / spin down) = 7.5 / 7.5 eV
Max |F| = 5.02 eV Å⁻¹
Charge = 0
E_tot = -593.59804 Eh
M = 185.2 g mol⁻¹

[6]
C12H12 | ωB97M-V/def2-TZVPD

CARTESIAN COORDINATES (ANGSTROEM)
C (0.6201, 2.4120, 0.3904)
C (-0.0241, 1.3536, -0.2620)
C (-1.2913, 1.5164, -0.7868)
C (-1.7921, 2.9028, -0.8387)
C (-1.2909, 3.9311, -0.1413)
C (-0.0494, 3.6755, 0.4511)
C (1.3266, -1.6795, 1.0926)
C (0.1934, -2.3670, 1.5293)
C (-0.3830, -3.3556, 0.6798)
C (0.0320, -3.6647, -0.6251)
C (1.0872, -2.8462, -1.1388)
C (1.5701, -1.7709, -0.3689)
H (1.4890, 2.2268, 0.8412)
H (0.5114, 0.4510, -0.3414)
H (-1.8949, 0.6628, -1.2431)
H (-2.6054, 3.1121, -1.5500)
H (-1.5256, 5.0413, -0.0812)
H (0.3200, 4.4882, 1.0171)
H (1.8130, -1.1477, 1.7707)
H (-0.1107, -2.5060, 2.5864)
H (-1.2004, -4.0585, 0.9975)
H (-0.4695, -4.5893, -0.9973)
H (1.2235, -2.9207, -2.2858)
H (2.4575, -1.4059, -0.6041)

Values from the calculation:
SMILES = c1ccccc1.c1ccccc1
Multiplicity = 1
Kohn-Sham gap = 9.7 eV
Max |F| = 7.43 eV Å⁻¹
Charge = 0
E_tot = -464.35444 Eh
M = 156.2 g mol⁻¹

The lowest max |F| belongs to which entry? C12H11N2O3PS